DFT (ωB97M-V with the def2-TZVPD basis set) results for a structure of composition C18H19BCoN6.

Geometry as XYZ:
```
45
Properties=species:S:1:pos:R:3:lowdin_charge:R:1
H -0.08832 2.57935 0.93986 0.102
N 0.25885 1.60407 -0.86507 -0.091
B 0.90429 0.88633 -3.20358 -0.461
N 0.68251 1.99540 -2.13541 0.011
C 0.69974 3.34128 -2.17720 -0.056
Co -0.19831 -0.08706 -0.31042 0.633
H 0.87092 3.83619 -3.11675 0.121
C 0.41317 3.82721 -0.89998 -0.055
H 0.35518 4.84588 -0.58431 0.087
C 0.16148 2.71308 -0.10445 -0.098
H 1.43657 1.25991 -4.19419 0.111
C -1.96642 -2.69128 1.46532 -0.057
H -2.39887 -2.95738 2.43728 0.021
H -1.05226 -3.29182 1.30484 0.025
H -2.72438 -2.98280 0.72790 0.011
N -0.53484 0.30942 -3.40089 -0.008
N 1.65051 -0.28162 -2.47898 0.010
N -1.16320 -0.16764 -2.23254 0.002
N 1.27739 -0.69081 -1.19123 -0.087
C -1.35181 0.13971 -4.46656 -0.067
C 2.63735 -1.08400 -2.91406 -0.058
H -1.05443 0.44259 -5.46201 0.122
H 2.96174 -0.98437 -3.94012 0.124
C -2.51792 -0.47557 -4.01496 -0.071
C 3.00193 -1.94431 -1.87572 -0.057
C -2.36094 -0.62674 -2.62608 -0.127
C 2.14597 -1.65669 -0.81029 -0.091
H -3.36712 -0.76053 -4.60748 0.086
H 3.77568 -2.68582 -1.90180 0.088
H -3.04592 -1.03546 -1.89092 0.108
H 2.07413 -2.07843 0.18472 0.115
H -1.68343 -1.62095 1.40356 -0.038
C 0.01650 0.00791 1.50859 -0.126
C 0.07078 -0.00997 2.76542 -0.115
C -0.02144 -0.05925 4.18354 -0.264
C -1.11160 0.51802 4.89370 -0.038
C -1.10474 0.55227 6.28891 -0.094
C -0.03277 -0.01370 6.99705 -0.100
C 1.01945 -0.64022 6.31258 -0.092
C 1.01893 -0.67449 4.91932 -0.048
H -1.94000 0.94110 4.31414 0.113
H -1.93466 1.02905 6.82185 0.102
H -0.00685 0.04812 8.08357 0.096
H 1.85017 -1.10129 6.85334 0.101
H 1.82051 -1.15833 4.35243 0.113
```

Properties
HOMO (alpha / beta): -0.2845 / -0.2835 hartree
Kohn-Sham gap (alpha / beta): 8.44 / 7.92 eV
total charge: 0
energy relative to the best compared isomer or geometry (same formula, charge and spin): 0.0 kJ/mol
2S+1: 4
molar mass: 389.14 g/mol

DFT (ωB97M-V with the def2-TZVPD basis set) results for a structure of composition C29H38BrMgNO2Si.

Geometry as XYZ:
```
73
Properties=species:S:1:pos:R:3:lowdin_charge:R:1
Mg -0.73281 0.83505 1.05626 0.633
C 2.26413 -4.59636 -3.70423 -0.094
C 0.86759 -4.26670 -3.31271 -0.575
C 0.11716 -4.13575 -4.64291 -0.050
C 0.33595 -5.49782 -2.57463 -0.046
C 0.76160 -2.97862 -2.49594 -0.161
C -0.42755 -2.56718 -1.92639 -0.071
C -0.50401 -1.31664 -1.27888 -0.524
Br -2.14498 -0.96074 -0.36725 0.891
C 0.46187 -0.33861 -1.21854 -0.406
O 0.36041 0.72964 -0.47711 -0.205
C 1.67328 -0.81140 -1.83351 -0.075
C 1.78190 -2.03103 -2.43885 -0.007
C 2.99599 0.02909 -1.82768 -0.528
C 3.60831 -0.03139 -3.17704 -0.075
C 3.87198 -0.60548 -0.71835 -0.024
C 2.83139 1.52861 -1.42290 -0.052
H 2.40669 -5.57055 -4.15851 0.082
H 2.92830 -4.60360 -2.79267 0.111
H 2.66191 -3.85372 -4.43173 0.098
H 0.34008 -4.91726 -5.35546 0.078
H 0.27915 -3.27665 -5.18845 0.053
H -1.01783 -4.23181 -4.48211 0.112
H 0.52342 -6.41334 -3.13621 0.089
H -0.74238 -5.39906 -2.39465 0.079
H 0.83971 -5.47191 -1.62971 0.082
H -1.29959 -3.19675 -1.95418 0.097
H 2.71309 -2.30340 -2.93738 0.094
H 4.00028 -1.00800 -3.50277 0.082
H 4.48574 0.59470 -3.13931 0.078
H 2.96482 0.39185 -3.97189 0.108
H 3.99493 -1.65791 -0.99111 0.083
H 3.32174 -0.58644 0.26152 0.107
H 4.78800 -0.11347 -0.68972 0.058
H 2.12576 2.11419 -2.02765 0.089
H 3.81176 1.99351 -1.43115 0.076
H 2.50456 1.56634 -0.37561 0.071
C 1.51920 0.26683 4.69483 -0.165
Si -0.15387 -0.17254 4.03256 0.370
C 0.01453 -1.64187 2.89875 -0.178
C -1.42175 -0.65425 5.33567 -0.163
N -0.63141 1.14963 3.01028 -0.132
C -1.32968 2.27300 3.39580 -0.291
C -1.50647 2.72726 4.73250 -0.047
C -2.21347 3.84407 5.05949 -0.116
C -2.80476 4.60308 4.07584 -0.116
C -2.67140 4.23653 2.76835 -0.048
C -1.98643 3.10576 2.45138 -0.206
O -1.76575 2.73413 1.12689 -0.075
C -2.47460 3.24849 0.01727 -0.244
C -3.84537 3.26317 0.06222 -0.019
C -4.51554 3.71685 -1.07943 -0.077
C -3.82428 3.94853 -2.23749 -0.095
C -2.42757 3.91407 -2.25466 -0.066
C -1.74932 3.61228 -1.10670 0.004
H 1.88431 -0.30375 5.53170 0.025
H 1.49009 1.31032 4.97765 0.021
H 2.25510 0.27378 3.90427 0.026
H 0.53159 -2.44389 3.43736 0.042
H 0.51821 -1.50892 1.97213 0.003
H -1.00945 -2.05408 2.66254 0.049
H -1.28026 -1.60261 5.85291 0.031
H -2.38814 -0.76856 4.82366 0.040
H -1.48944 0.11045 6.08203 0.003
H -0.89952 2.22096 5.55570 0.119
H -2.16131 4.27726 6.05344 0.106
H -3.33239 5.53715 4.27112 0.106
H -3.10816 4.87603 1.96808 0.135
H -4.41168 2.98130 0.93334 0.127
H -5.63305 3.73631 -0.99379 0.125
H -4.33514 4.38260 -3.12361 0.117
H -1.91543 4.20808 -3.15183 0.107
H -0.67972 3.55114 -1.05087 0.122
```

Properties
HOMO: -0.2698 hartree
Kohn-Sham gap: 7.75 eV
total charge: 0
energy relative to the best compared isomer or geometry (same formula, charge and spin): 118.3 kJ/mol
2S+1: 1
molar mass: 564.92 g/mol

DFT (ωB97M-V with the def2-TZVPD basis set) results for the molecule C3H8S.

Geometry as XYZ:
```
12
Properties=species:S:1:pos:R:3:lowdin_charge:R:1
C -1.23687 -0.47434 -1.84330 -0.196
C -0.11496 0.26533 -1.12694 -0.418
S -0.15953 -0.27289 0.87046 0.633
C 1.48500 0.63211 1.38756 -0.426
H -1.47495 0.18105 -2.67984 0.062
H -0.85489 -1.41698 -2.37805 0.095
H -2.09662 -0.75317 -1.28358 0.045
H 0.88354 0.16690 -1.53515 0.057
H -0.37987 1.32235 -0.94466 0.053
H 1.25729 1.49289 2.05577 0.014
H 2.17724 0.97612 0.52616 0.043
H 2.24172 -0.14150 1.80803 0.037
```

Properties
HOMO: -0.3146 hartree
SMILES: CCSC
Kohn-Sham gap: 9.61 eV
total charge: 0
energy relative to the best compared isomer or geometry (same formula, charge and spin): 121.9 kJ/mol
2S+1: 1
molar mass: 76.16 g/mol

DFT (ωB97M-V with the def2-TZVPD basis set) results for a structure of composition C14H28AsFeN4SSe4Si2.

Geometry as XYZ:
```
55
Properties=species:S:1:pos:R:3:lowdin_charge:R:1
Fe -1.60298 -0.36037 -0.70832 -0.308
C -2.80044 3.30883 0.98659 -0.024
C -2.51489 2.15897 0.07059 -0.266
N -2.18286 0.94309 0.55451 -0.152
N -2.34871 0.64400 1.87701 0.000
C -2.45529 -0.63334 2.20926 -0.793
N -2.63731 -0.96466 3.51865 0.098
S -2.36666 -1.80104 0.97873 0.668
C -2.59015 2.21805 -1.33584 -0.239
C -2.90387 3.38215 -2.07448 -0.018
C -2.93897 3.33158 -3.44316 -0.068
C -2.69376 2.11722 -4.09519 -0.054
C -2.42823 1.00669 -3.32014 -0.183
N -2.36213 1.02885 -1.99290 -0.064
H -2.06847 3.33924 1.79894 0.080
H -2.72870 4.25117 0.45336 0.069
H -3.80328 3.24471 1.42211 0.092
H -2.58011 1.37602 2.53275 0.149
H -2.17628 -0.38907 4.20649 0.106
H -2.54409 -1.95146 3.69717 0.090
H -3.11906 4.30538 -1.55739 0.099
H -3.14977 4.22479 -4.01700 0.107
H -2.69671 2.03909 -5.17174 0.104
H -2.23888 0.05511 -3.79886 0.002
Se 0.50343 0.48561 -1.44311 0.278
Se -0.06508 -1.17091 -5.11950 0.048
Se -1.34465 -2.71354 -4.15515 -0.029
Se -2.09016 -2.13206 -2.04112 0.164
C 2.09158 2.37109 1.63359 -0.237
Si 2.62955 0.57686 1.33779 0.309
C 3.92498 0.54726 -0.03462 -0.225
C 3.30848 -0.06219 2.99185 -0.216
As 0.60302 -0.57884 0.60357 0.551
Si 1.53920 -2.74901 0.04845 0.319
C 0.29227 -4.13366 0.35791 -0.239
C 2.13720 -2.65670 -1.73157 -0.231
C 2.96133 -3.13320 1.24416 -0.233
H 2.95489 3.00855 1.83791 0.027
H 1.40715 2.45095 2.48053 0.017
H 1.58883 2.76010 0.74526 0.008
H 4.76592 1.20818 0.18272 0.030
H 3.44589 0.88802 -0.95465 -0.002
H 4.31113 -0.45894 -0.20640 0.015
H 4.20336 0.50510 3.25772 0.030
H 3.57699 -1.11759 2.95363 -0.006
H 2.57485 0.07307 3.78855 0.023
H -0.60838 -4.02945 -0.24548 -0.030
H -0.01316 -4.15271 1.40593 0.020
H 0.73971 -5.10180 0.11682 0.032
H 1.28990 -2.50852 -2.40189 -0.029
H 2.65334 -3.56490 -2.05141 0.036
H 2.80363 -1.80309 -1.86641 0.015
H 2.61237 -3.10724 2.27875 0.025
H 3.79510 -2.43584 1.14676 0.005
H 3.33891 -4.13958 1.04826 0.031
```

Properties
HOMO (alpha / beta): -0.2182 / -0.2627 hartree
Kohn-Sham gap (alpha / beta): 4.95 / 5.80 eV
total charge: 0
energy relative to the best compared isomer or geometry (same formula, charge and spin): 182.7 kJ/mol
2S+1: 6
molar mass: 787.25 g/mol

Question: The highest energy relative to the best compared isomer or geometry (same formula, charge and spin) belongs to which entry?
Answer: C14H28AsFeN4SSe4Si2

Question: The highest energy relative to the best compared isomer or geometry (same formula, charge and spin) belongs to which entry?
Answer: C14H28AsFeN4SSe4Si2

Question: molar mass of number 1 (C18H19BCoN6)?
Answer: 389.14 g/mol